Here is one molecule with the formula C3H2ClFS3 in a non-equilibrium geometry from the Open Molecules 2025 dataset. Energies are from ωB97M-V/def2-TZVPD.

Structure (ORCA input):
```
! wB97M-V def2-TZVPD RIJCOSX def2/J DEFGRID3
* xyz 0 1
F 0.73585 1.36995 -0.43443
C -0.26019 1.29252 0.46844
Cl 0.31286 1.81674 2.07240
C -0.73196 -0.14355 0.35412
S -2.21844 -0.59420 0.68657
C 0.24177 -1.05627 -0.21350
S 1.39595 -1.69520 0.81078
S 0.20933 -1.17924 -1.95749
H -1.14864 1.92507 0.19685
H 1.46347 -1.73581 -1.98374
*
```

Properties
LUMO level: -1.3 eV
molecular weight: 188.70 g/mol
SMILES string: F[C@H](Cl)C(=S)C(=S)S
orbital gap: 7.8 eV
highest occupied orbital energy: -0.3340 hartree

Atomic partial charges in e from the Mulliken method, atoms 1 to 8:
1. F -0.1912
2. C 0.2467
3. Cl -0.1223
4. C -0.2270
5. S -0.1544
6. C 0.2420
7. S -0.1331
8. S -0.1051